Entry 1:
DFT (ωB97M-V/def2-TZVPD) results for a gas-phase ion, C3H2IO2S (charge -1).

Its strongest force on any atom is 1.77 eV Å⁻¹. Its spin multiplicity is 1. The HOMO energy (alpha / beta) is -2.95 / -3.46 eV. The charge is -1. The calculation puts the LUMO energy (alpha / beta) at 2.511 / 2.704 eV. Its energy above the lowest of the compared OMol25 structures with the same formula, charge and spin is 4.795 eV.

CARTESIAN COORDINATES (ANGSTROEM)
C -1.50599 -2.20365 2.02313
O 0.54182 2.53855 -2.40761
H 1.82430 -0.03207 -1.80493
H -1.89449 -2.98074 2.66075
S 0.72495 2.08689 -1.02069
C -1.00408 -1.50867 1.17754
C 0.90253 0.25769 -1.19812
I 0.87977 -0.36254 0.72720
O -0.46882 2.20454 -0.15727


Entry 2:
DFT (ωB97M-V/def2-TZVPD) results for 2 unconnected molecules or ions with the total composition C2H2ClFO.

Its strongest force on any atom is 1.67 eV Å⁻¹. Its spin multiplicity is 1. The HOMO energy (alpha / beta) is -8.25 / -8.65 eV. The calculation puts the LUMO energy (alpha / beta) at 0.143 / 0.328 eV. Its energy above the lowest of the compared OMol25 structures with the same formula, charge and spin is 3.271 eV.

CARTESIAN COORDINATES (ANGSTROEM)
O 2.18232 -1.14364 -0.26675
C -1.19525 0.21919 -0.47676
F -1.40844 1.33468 0.24796
H -1.09327 0.41939 -1.53566
Cl -2.20548 -1.08830 -0.05340
C 1.42502 -0.59933 0.43974
H 1.49698 -0.24455 1.46931


Entry 3:
DFT (ωB97M-V/def2-TZVPD) results for 2 unconnected molecules or ions with the total composition C5H14.

Its strongest force on any atom is 6.87 eV Å⁻¹. Its spin multiplicity is 1. The HOMO energy is -11.01 eV. As for the SMILES: CCC.CC. The calculation puts the LUMO energy at 1.066 eV. Its energy above the lowest of the compared OMol25 structures with the same formula, charge and spin is 1.802 eV.

CARTESIAN COORDINATES (ANGSTROEM)
H 0.29749 1.05222 -1.90625
H -1.66640 -0.47504 0.93565
H -0.32046 0.27673 2.02174
C 1.10974 0.30835 -2.04985
C -1.48867 0.25599 1.83452
H 2.69708 -1.80212 -1.18748
H 2.14158 -1.50218 0.35657
H 1.51376 -2.73964 -0.72854
C 0.71762 -0.64123 -0.92867
H 0.92253 -0.08874 -3.08059
H -2.28504 1.75006 0.46994
H 2.09927 0.75864 -1.78865
H 0.64009 -0.11998 -0.03454
H -1.28555 2.31486 1.68397
C -1.96495 1.66416 1.46341
C 1.76766 -1.72736 -0.66370
H -2.94313 1.95121 2.05386
H -1.81723 -0.05946 2.82988
H -0.13539 -1.17649 -1.28128


Entry 4:
DFT (ωB97M-V/def2-TZVPD) results for a molecular structure, C34H52CuN2OPS2.

Its strongest force on any atom is 1.83 eV Å⁻¹. Its spin multiplicity is 2. The HOMO energy (alpha / beta) is -10.95 / -11.00 eV. The charge is +1. The calculation puts the LUMO energy (alpha / beta) at -1.894 / -4.377 eV. Its energy above the lowest of the compared OMol25 structures with the same formula, charge and spin is 0.000 eV.

CARTESIAN COORDINATES (ANGSTROEM)
C 2.52557 2.08786 -4.23527
C 2.77027 1.46085 2.90729
H -4.29615 -4.45223 -3.04017
H 2.44130 -3.61524 1.80481
C 0.44584 -3.13809 1.03872
H 3.46527 1.88199 -4.73728
C 0.49445 2.66541 -3.65755
H -0.48454 -1.04521 5.56864
H -3.21563 -5.83065 -2.76555
H 2.77548 2.36003 3.52239
C -2.19271 0.53910 3.12952
H 5.94027 -2.22331 -1.94036
H 2.51199 3.84334 1.39604
H -0.09417 3.67043 2.04196
C 1.41711 -3.76564 2.09892
S -1.46881 -4.27511 -4.45342
H -3.93246 2.86197 1.94542
O -2.47778 -3.94814 -1.99124
H -3.14557 1.02078 3.00849
H -0.70687 5.07985 1.26944
H -1.68120 -3.08630 0.76559
H 2.80284 1.01739 -2.38656
C -3.55610 -4.88599 -2.34522
C -0.70368 -0.64227 4.58678
H 1.31180 -3.32346 3.08324
C 1.84726 0.50871 0.78225
C 3.49797 -2.08525 -3.04714
H -1.14492 -4.24115 1.94312
C -2.77482 -0.94779 -0.00127
H -0.00859 3.84244 0.31788
C 2.78081 2.91214 0.86198
H -2.97432 1.86908 -2.09433
H -4.79659 1.83771 0.10430
C -3.02043 3.47566 2.04061
H 3.05804 -3.03015 -2.72317
C 5.20700 -1.92017 -1.20329
Cu 0.21415 1.43417 -0.92994
H -3.99620 -5.08097 -1.38610
H 1.15197 -1.31611 3.68968
H 4.36576 -2.31439 -3.65373
H 2.38749 3.04073 -0.16168
H -2.50576 3.37823 2.99424
H 0.50722 -3.73167 0.15530
C 2.05127 1.78410 1.59292
C -0.02855 -0.24122 2.26670
H -5.15735 0.09819 -0.18552
H 5.66015 -1.29159 -0.40037
C -0.98742 -3.24034 1.56236
C 3.98518 -1.27213 -1.84360
H 3.52764 1.01086 -0.48749
C 2.75915 0.27950 -0.23342
N 2.20278 1.51178 -3.06102
S -0.27424 -2.64692 -2.56741
H 1.17330 -4.80409 2.17550
H -4.45545 0.55953 1.37450
N 0.94470 1.89492 -2.66898
C 1.42940 2.80655 -4.67633
H 2.76058 -1.57559 -3.65098
H 2.19526 -2.97224 -0.77182
H -3.40191 -1.55255 -0.68020
C 0.93047 -0.51066 1.16421
C -4.42782 0.81915 0.31473
H 4.90015 -2.84791 -0.71669
H -1.82236 3.60786 -1.33158
C -2.92608 0.80709 -1.81856
H -0.46702 3.09989 -3.56278
H -1.21443 -2.50095 2.33569
H -3.51566 3.52153 -0.70517
C -3.03506 0.56145 -0.25995
H 2.31162 0.59276 3.40385
P -1.51932 1.42478 0.51555
H -2.68695 -0.13164 5.15568
C -2.00952 3.23912 0.87431
H -1.97259 0.37319 -2.16008
H -2.98903 -1.22042 1.02778
H 1.05772 2.16688 1.79352
C 1.08226 -1.79439 0.60055
H -3.79261 0.31836 -2.30180
C 2.06495 -1.96903 -0.37880
H 3.79563 1.21559 2.70782
C -1.94588 -0.05954 4.35928
C -1.19712 0.55166 2.12434
C -1.58690 -3.69603 -2.89407
H -1.69671 -1.19393 -0.19233
H 4.30767 -0.31437 -2.21476
H 3.86225 2.82055 0.74466
C 2.90671 -0.98385 -0.81055
C 0.24041 -0.74412 3.53644
H 1.26454 3.38377 -5.59200
C -2.49862 3.79563 -0.46916
H -3.38653 4.53118 1.96072
C -0.66331 4.00692 1.16930
H -2.49791 4.89210 -0.42834


Entry 5:
DFT (ωB97M-V/def2-TZVPD) results for a molecular structure, C34H19BrClN7O3PdSe.

Its strongest force on any atom is 4.27 eV Å⁻¹. Its spin multiplicity is 1. The HOMO energy (alpha / beta) is -13.23 / -13.23 eV. The charge is +2. The calculation puts the LUMO energy (alpha / beta) at -9.166 / -9.168 eV. Its energy above the lowest of the compared OMol25 structures with the same formula, charge and spin is 3.418 eV.

CARTESIAN COORDINATES (ANGSTROEM)
C 2.22195 3.81053 -3.91836
C -4.28418 -3.08077 0.67177
H 1.90618 -3.25898 -3.56837
N -1.59984 1.57347 0.48906
C -2.23841 -4.68822 -2.08504
C 2.07517 -0.53660 3.00049
C 1.05076 -3.14095 -2.92366
C -0.00769 -4.02172 -2.97367
C 0.02914 2.41339 2.03737
C 1.54485 -1.71823 2.33582
N 4.18520 2.96304 -2.92686
H 1.83124 -1.38363 -1.93737
C -0.88803 5.03713 1.50209
N -2.08559 -1.40762 0.49353
C -1.07293 -2.71535 -1.24137
C 1.50516 0.76384 2.86998
H -2.98785 0.85071 -0.83220
C -3.31390 -4.45328 -1.17159
C -1.09634 -3.82164 -2.11706
C -2.16377 -2.47268 -0.31838
N 0.47237 1.10198 2.16266
H -2.86770 5.10719 -0.35742
C -4.15633 -1.99221 1.50815
O 0.45082 -1.74576 1.71343
H -3.87428 3.09303 -1.42824
H -5.13737 -3.73914 0.71712
C -3.27595 -3.34293 -0.26355
H -4.90830 -1.75930 2.24454
C -3.03068 -1.17815 1.38406
O 1.86423 0.74155 -0.28850
N -4.29953 -5.32782 -1.25522
Br 1.42287 4.96458 -5.18425
H 0.37161 3.02904 -3.13397
C -2.57382 1.74311 -0.37735
H 0.50272 5.63295 2.99055
C 3.61439 3.73581 -3.81679
Pd -0.16607 -0.16608 0.34726
C 0.52764 3.51265 2.72657
H 4.03952 -3.91580 3.19461
Se -3.93527 -6.50635 -2.49638
O 0.09728 1.09155 -1.53597
H -0.01987 -4.86479 -3.64727
H 4.03030 1.61008 -1.39412
C 3.23289 -0.66778 3.77781
H 1.94234 -3.78408 1.89684
C 1.30623 1.28998 -1.26619
C -3.07024 3.00725 -0.71568
H 3.60848 0.18543 4.32347
N -2.40565 -5.74260 -2.86112
C 0.07179 4.80408 2.45239
C 1.45066 3.01974 -3.07748
H -1.20597 6.04037 1.26424
C 3.47051 -2.99902 3.15398
N -0.02361 -1.87646 -1.21723
C -1.03145 2.63344 1.10209
C -2.51739 4.11285 -0.12160
C 2.09194 2.19794 -2.15693
C 3.48616 2.21537 -2.10566
C 1.00466 -2.08057 -2.01722
C 3.92631 -1.86501 3.86517
C 2.32311 -2.92555 2.42962
H -2.89420 -0.31079 2.01995
H 4.26749 4.30312 -4.46544
Cl 5.33927 -1.98304 4.80847
H 2.05942 1.53399 3.41107
H 1.28994 3.39914 3.48021
C -1.48240 3.95458 0.82315


Entry 6:
DFT (ωB97M-V/def2-TZVPD) results for a molecular structure, C3H4NO2S.

Its strongest force on any atom is 5.35 eV Å⁻¹. Its spin multiplicity is 1. The HOMO energy is -3.99 eV. The charge is -1. The calculation puts the LUMO energy at 3.645 eV. Its energy above the lowest of the compared OMol25 structures with the same formula, charge and spin is 1.658 eV.

CARTESIAN COORDINATES (ANGSTROEM)
H 2.22985 -0.03716 -0.70162
C 0.14531 -0.11569 0.82147
N -1.01812 -0.58346 0.52360
C -1.30843 -1.06868 -0.62925
O -0.76701 2.28621 0.63587
H -2.36875 -1.29502 -0.83226
H -0.62454 -1.58881 -1.27068
C 0.17098 1.69391 0.17412
O 1.05645 1.85029 -0.64886
H 0.45631 -0.04827 1.88249
S 2.02794 -1.09331 0.04512


The calculated total energy results, record by record, are as follows: -961.67419, -712.55935, -198.82295, -4289.49412, -7478.99152, -720.12604 a.u..